(1)
This record from the Open Molecules 2025 dataset describes a molecular structure, C16H23ClN3O2PtS. The level of theory is the ωB97M-V functional and the def2-TZVPD basis.

Last column: Löwdin charge in e.
Positions of all 47 atoms, in Å:
Pt  0.1181  -0.0443  -0.8718  1.27
N  -1.3964  -1.3119  -1.4731  -0.08
C  -2.4777  -0.7763  -2.3343  -0.20
C  -1.9272  -0.0544  -3.5562  -0.16
C  -1.3574  1.3234  -3.2520  -0.20
N  -0.0671  1.2373  -2.5320  -0.10
H  -0.9009  -2.0537  -1.9666  0.11
H  -1.7881  -1.7504  -0.6419  0.09
H  -3.0722  -0.0914  -1.7299  0.11
H  -3.1253  -1.6011  -2.6324  0.13
H  -2.7425  0.0686  -4.2694  0.13
H  -1.1761  -0.6751  -4.0574  0.13
H  -2.0538  1.8836  -2.6286  0.12
H  -1.2137  1.8898  -4.1723  0.13
H  0.2446  2.1643  -2.2480  0.11
H  0.6617  0.8834  -3.1533  0.06
O  1.6646  1.1058  -0.3269  -0.28
N  2.7986  0.3734  -0.1624  -0.17
C  3.6147  0.7962  0.8213  0.00
C  4.8261  0.1978  1.0216  -0.02
C  5.1869  -0.8647  0.1919  -0.03
C  4.3220  -1.2914  -0.7867  -0.06
C  3.0815  -0.6727  -0.9736  -0.64
S  1.9445  -1.2051  -2.1594  0.66
H  3.2306  1.6238  1.3966  0.14
H  5.4694  0.5504  1.8132  0.12
H  6.1376  -1.3623  0.3261  0.12
H  4.5639  -2.1258  -1.4285  0.12
Cl  -2.3554  -0.0848  5.8511  0.70
C  -2.0060  0.3242  4.2074  -0.67
C  -2.9388  0.0487  3.2200  -0.09
C  -2.6460  0.3778  1.9067  -0.06
C  -1.4337  0.9726  1.5625  -0.32
C  -1.1262  1.3086  0.1528  -0.19
C  -0.5210  1.2541  2.5785  -0.04
C  -0.7993  0.9355  3.8951  -0.09
H  -3.8830  -0.4078  3.4833  0.11
H  -3.3873  0.1827  1.1375  0.11
H  -0.5246  2.2161  0.0888  0.07
H  -2.0446  1.4176  -0.4224  0.05
H  0.4202  1.7290  2.3287  0.11
H  -0.0919  1.1574  4.6823  0.11
C  -0.2759  -1.9431  1.4444  -0.19
O  0.6142  -1.2625  0.5969  -0.44
H  -0.3199  -1.4857  2.4357  0.07
H  0.0660  -2.9765  1.5494  0.09
H  -1.3129  -1.9812  1.0873  0.05

Energy   -1915.67707 a.u.
Max |F|   0.41 eV/A
ΔE to the lowest compared entry with this formula, charge and spin   0.00 kcal per mole
Total charge   +1
E_HOMO   -10.93 eV

***

(2)
This record from the Open Molecules 2025 dataset describes C16H23N3O3S in the gas phase. The level of theory is the ωB97M-V functional and the def2-TZVPD basis.

Last column: Löwdin charge in e.
Positions of all 46 atoms, in Å:
C  6.7392  1.2954  0.6155  -0.06
C  5.5495  0.3489  0.5799  -0.25
H  5.2543  0.0718  1.6012  0.13
H  5.8074  -0.5642  0.0266  0.13
O  4.4870  1.0244  -0.0667  -0.04
C  3.3058  0.3902  -0.2531  -0.21
C  3.0284  -0.9040  0.1736  0.04
C  1.7897  -1.4946  -0.0557  -0.24
C  0.8351  -0.7490  -0.7287  -0.25
C  1.0957  0.5420  -1.1564  -0.01
C  2.3210  1.1350  -0.9305  -0.19
C  2.6306  2.5261  -1.3836  -0.03
H  1.7748  2.9657  -1.8867  0.08
H  3.4811  2.5159  -2.0631  0.09
H  2.9058  3.1453  -0.5313  0.09
H  0.3128  1.0692  -1.6788  0.12
S  -0.7791  -1.4116  -1.0703  0.67
O  -0.7169  -2.7183  -1.6589  -0.29
O  -1.5539  -0.4166  -1.7636  -0.30
N  -1.3670  -1.6654  0.4891  -0.14
H  -2.0603  -2.3975  0.4854  0.11
C  -1.7257  -0.5044  1.2713  -0.23
C  -2.9426  0.2788  0.7666  -0.17
H  -3.1248  1.1185  1.4404  0.12
C  -4.2021  -0.5895  0.6806  -0.15
N  -5.3221  0.1775  0.2111  -0.10
C  -6.3407  0.6915  0.9398  -0.19
N  -7.1688  1.3849  0.2102  0.05
C  -6.6715  1.3331  -1.0535  -0.16
C  -5.5256  0.5924  -1.0754  -0.07
H  -4.8536  0.3280  -1.8658  0.12
H  -7.1709  1.8281  -1.8617  0.09
H  -6.4427  0.5266  1.9945  0.12
H  -4.4521  -1.0020  1.6635  0.13
H  -4.0289  -1.4135  -0.0199  0.13
H  -2.7214  0.6681  -0.2273  0.09
H  -1.8925  -0.8374  2.3011  0.12
H  -0.8498  0.1502  1.2587  0.12
C  1.4981  -2.8780  0.4227  -0.04
H  2.4157  -3.4032  0.6758  0.08
H  0.9577  -3.4273  -0.3434  0.07
H  0.8607  -2.8360  1.3050  0.08
H  3.7790  -1.4786  0.6935  0.11
H  7.5810  0.8132  1.1037  0.08
H  6.4793  2.1984  1.1608  0.08
H  7.0234  1.5718  -0.3960  0.08

SMILES   CCOc1cc(C)c(S(=O)(=O)NCCCn2ccnc2)cc1C
Energy   -1411.65255 a.u.
Max |F|   1.03 eV/A
ΔE to the lowest compared entry with this formula, charge and spin   62.38 kcal per mole
E_HOMO   -8.60 eV

***

(3)
This record from the Open Molecules 2025 dataset describes C16H23NO4 in the gas phase. The level of theory is the ωB97M-V functional and the def2-TZVPD basis.

Last column: Löwdin charge in e.
Positions of all 44 atoms, in Å:
C  0.5727  3.3568  -3.0630  -0.02
H  0.6427  3.6607  -2.0232  0.07
H  -0.4574  3.4673  -3.3921  0.09
H  1.2044  4.0094  -3.6614  0.09
C  1.0241  1.9018  -3.2515  -0.55
C  0.8090  1.4969  -4.7133  -0.02
H  1.3293  2.1926  -5.3653  0.09
H  -0.2497  1.4999  -4.9562  0.09
H  1.2136  0.5031  -4.8835  0.09
C  0.2378  0.9389  -2.3395  -0.06
H  -0.8307  1.1482  -2.4123  0.13
H  0.4060  -0.0774  -2.6986  0.13
C  0.6643  0.9857  -0.8636  -0.50
C  2.1893  0.8706  -0.7798  -0.08
C  2.8377  1.9055  -1.6983  -0.19
O  2.4257  1.7599  -3.0357  -0.09
H  3.9219  1.7710  -1.7185  0.13
H  2.6150  2.9119  -1.3230  0.12
H  2.5095  1.0429  0.2474  0.13
H  2.4879  -0.1320  -1.0873  0.13
O  0.3007  2.2075  -0.2439  0.00
H  -0.6367  2.3505  -0.4169  0.10
C  0.0052  -0.1874  -0.1024  -0.16
N  -1.4392  -0.0217  -0.0795  -0.05
H  -1.6718  0.7295  0.5657  0.11
C  -2.1694  -1.2158  0.3240  -0.18
C  -1.8780  -1.6437  1.7433  -0.22
C  -2.4593  -0.9568  2.7994  -0.05
C  -2.1716  -1.2580  4.1280  0.01
C  -1.2743  -2.2721  4.3555  -0.21
C  -0.6811  -2.9672  3.3011  -0.19
C  -0.9635  -2.6715  1.9910  0.05
H  -0.4987  -3.2176  1.1869  0.13
O  0.1650  -3.9202  3.8045  0.04
C  0.0849  -3.8055  5.2087  -0.16
O  -0.8160  -2.7732  5.5459  0.03
H  -0.2683  -4.7575  5.6368  0.14
H  1.0818  -3.5732  5.6170  0.14
H  -2.6302  -0.7241  4.9430  0.12
H  -3.1639  -0.1656  2.5880  0.11
H  -1.9083  -2.0145  -0.3744  0.12
H  -3.2341  -0.9919  0.2119  0.12
H  0.4423  -0.2429  0.9070  0.13
H  0.2315  -1.1207  -0.6218  0.13

SMILES   CC1(C)C[C@@](O)(CNCc2ccc3c(c2)OCO3)CCO1
Energy   -979.17707 a.u.
Max |F|   1.29 eV/A
ΔE to the lowest compared entry with this formula, charge and spin   46.92 kcal per mole
E_HOMO   -8.14 eV

***

(4)
This record from the Open Molecules 2025 dataset describes a molecular structure, C16H24As2F13MnO12Pt. The level of theory is the ωB97M-V functional and the def2-TZVPD basis.

Last column: Löwdin charge in e.
Positions of all 69 atoms, in Å:
Pt  0.0918  0.3956  -2.6581  1.42
Mn  2.0367  1.6875  0.4327  1.10
As  -0.1649  4.1901  -1.3726  0.75
F  -0.2498  2.6335  -2.2726  -0.34
F  -1.4251  3.5202  -0.4029  -0.21
F  -0.0823  5.5618  -0.3784  -0.19
F  1.1429  4.6760  -2.3296  -0.19
F  -1.2707  4.8569  -2.4845  -0.20
F  1.0579  3.4187  -0.3045  -0.30
As  3.7710  1.6824  -2.7642  0.75
F  4.2667  0.8925  -4.1893  -0.20
F  2.0602  1.2112  -3.1680  -0.38
F  3.1132  2.3967  -1.2619  -0.30
F  5.3381  2.1535  -2.3003  -0.20
F  3.4828  3.1471  -3.5578  -0.18
F  3.8659  0.2194  -1.8570  -0.24
F  0.9263  0.5031  -0.7539  -0.50
C  -5.5391  0.7271  -3.8212  -0.02
C  -5.0460  1.4561  -2.6088  -0.28
C  -5.2919  0.7085  -1.2698  -0.05
O  -3.9718  0.3758  -0.8050  0.09
C  -3.0672  0.8668  -1.6428  -0.55
O  -1.8816  0.7146  -1.5339  0.03
O  -3.6151  1.6148  -2.6011  0.12
H  -6.5784  0.4195  -3.6888  0.10
H  -4.9963  -0.1946  -4.0528  0.10
H  -5.4717  1.3325  -4.7251  0.09
H  -5.4787  2.4512  -2.5317  0.16
H  -5.8492  -0.2118  -1.4245  0.13
H  -5.7953  1.3379  -0.5414  0.13
C  -3.7103  0.1853  3.4681  -0.01
C  -3.0257  1.2087  2.5912  -0.31
C  -2.7201  2.5645  3.2272  -0.05
O  -1.4001  2.8591  2.7507  0.11
C  -0.9104  1.8104  2.0996  -0.54
O  0.2058  1.7845  1.6600  0.08
O  -1.7621  0.7900  2.0500  0.13
H  -4.7323  0.5118  3.6625  0.10
H  -3.2029  0.1178  4.4348  0.09
H  -3.7630  -0.7940  2.9993  0.09
H  -3.6911  1.3577  1.7329  0.14
H  -2.6560  2.4842  4.3156  0.14
H  -3.4321  3.3393  2.9665  0.14
C  -0.5203  -4.8964  1.1435  -0.02
C  0.4638  -3.8922  0.5871  -0.29
C  1.3594  -4.4532  -0.5604  -0.04
O  1.0161  -3.6266  -1.6768  0.11
C  0.2061  -2.6474  -1.2930  -0.54
O  -0.1575  -1.7562  -2.0112  0.02
O  -0.2152  -2.7966  -0.0358  0.12
H  -1.1932  -5.2202  0.3475  0.10
H  -1.1562  -4.4514  1.9097  0.09
H  0.0290  -5.7196  1.5969  0.10
H  1.1011  -3.5062  1.3834  0.15
H  1.1216  -5.4853  -0.7950  0.14
H  2.4033  -4.2893  -0.3086  0.13
C  6.1765  -1.5334  0.8764  -0.01
C  5.0935  -2.1848  1.7017  -0.29
C  4.9877  -1.7813  3.1766  -0.04
O  3.8768  -0.8588  3.1843  0.11
C  3.3474  -0.8144  1.9691  -0.54
O  2.5231  -0.0011  1.6271  0.08
O  3.8073  -1.7765  1.1847  0.11
H  7.1895  -1.7123  1.2298  0.10
H  6.0469  -0.4452  0.8610  0.10
H  6.0742  -1.8914  -0.1467  0.10
H  5.2487  -3.2550  1.5750  0.16
H  5.8655  -1.3142  3.6101  0.14
H  4.7268  -2.6550  3.7749  0.14

Energy   -8567.15488 a.u.
Max |F|   1.61 eV/A
ΔE to the lowest compared entry with this formula, charge and spin   0.00 kcal per mole
Total charge   +1
Multiplicity   8
E_HOMO (spin up / spin down)   -13.21 / -13.55 eV

***

(5)
This record from the Open Molecules 2025 dataset describes a molecular structure, C16H24AsCl2N2O4Pb. The level of theory is the ωB97M-V functional and the def2-TZVPD basis.

Last column: Löwdin charge in e.
Positions of all 50 atoms, in Å:
Pb  -1.2432  -1.0177  -1.6174  1.38
C  -2.6195  -4.6650  1.7086  -0.19
As  -1.2166  -4.4923  0.4313  0.97
C  0.4295  -4.3618  1.3800  -0.20
C  -1.1552  -6.0593  -0.6469  -0.19
O  -1.4785  -3.1501  -0.5282  -0.76
H  -2.4783  -5.5502  2.3286  0.05
H  -3.5587  -4.7323  1.1692  0.05
H  -2.6176  -3.7714  2.3252  0.04
H  0.6100  -5.2834  1.9351  0.05
H  0.3678  -3.5212  2.0651  0.03
H  1.2274  -4.1990  0.6610  0.05
H  -1.0840  -6.9545  -0.0308  0.05
H  -0.2936  -5.9873  -1.3026  0.05
H  -2.0632  -6.0859  -1.2407  0.05
Cl  -3.6677  -0.6622  -0.1182  0.52
C  -3.5264  0.9531  0.6826  -0.92
Cl  -2.4450  0.9242  2.0706  0.56
H  -4.5168  1.2012  1.0203  0.03
H  -3.1430  1.6302  -0.0627  0.01
N  0.1892  -0.7335  0.2081  0.07
C  0.9390  -0.1349  0.8527  -0.23
N  1.7538  0.6393  1.5368  -0.04
C  2.5818  1.6530  0.8186  -0.08
C  3.9505  1.0577  0.5890  -0.17
O  4.5328  0.6113  1.8099  -0.12
C  3.7580  -0.3657  2.4840  -0.19
C  2.3704  0.1543  2.7929  -0.10
H  2.6504  2.5227  1.4688  0.14
H  2.0801  1.9253  -0.1049  0.09
H  4.6225  1.8065  0.1808  0.13
H  3.8789  0.2256  -0.1210  0.13
H  4.2818  -0.5965  3.4087  0.13
H  3.6849  -1.2785  1.8815  0.13
H  2.4341  1.0007  3.4690  0.13
H  1.7389  -0.6099  3.2372  0.13
O  0.6263  1.6221  -1.3101  -0.03
C  -0.4957  1.9952  -1.6622  -0.58
O  -1.5575  1.2403  -1.5848  -0.33
C  -0.7016  3.3666  -2.2469  -0.14
C  -1.8403  3.6652  -2.9899  -0.03
C  -1.9804  4.9154  -3.5799  -0.07
C  -0.9873  5.8739  -3.4180  -0.07
C  0.1467  5.5825  -2.6665  -0.07
C  0.2917  4.3282  -2.0895  -0.02
H  -2.6090  2.9112  -3.1028  0.11
H  -2.8639  5.1430  -4.1659  0.11
H  -1.0966  6.8509  -3.8777  0.11
H  0.9196  6.3325  -2.5368  0.11
H  1.1734  4.0805  -1.5113  0.11

Energy   -4383.36229 a.u.
Max |F|   1.13 eV/A
ΔE to the lowest compared entry with this formula, charge and spin   5.21 kcal per mole
Total charge   +1
E_HOMO   -11.34 eV

***

(6)
This record from the Open Molecules 2025 dataset describes 3 unconnected molecules or ions with the total composition C16H24BN3O6P. The level of theory is the ωB97M-V functional and the def2-TZVPD basis.

Last column: Löwdin charge in e.
Positions of all 51 atoms, in Å:
C  0.5618  0.6127  2.5195  -0.09
C  -0.3017  1.6814  1.8587  -0.14
C  -0.8692  1.2817  0.4813  -0.52
O  -0.4889  2.2733  -0.4891  0.02
O  -0.3636  0.0794  0.0414  -0.01
B  -1.3882  -0.5568  -0.8481  -0.69
P  -0.6775  -0.7815  -2.6713  0.54
O  -1.3408  -1.7011  -3.6381  -0.37
O  -0.3571  0.6652  -3.3587  -0.18
O  0.8423  -1.3538  -2.3945  -0.20
O  -2.5545  0.3442  -0.7937  -0.01
C  -2.3946  1.0683  0.3958  -0.29
C  -2.9367  0.2456  1.5725  -0.11
C  -4.3959  -0.1217  1.4525  -0.24
N  -5.3220  0.5172  0.8767  0.09
H  0.0447  -0.3477  2.5485  0.07
H  0.8246  0.9092  3.5386  0.07
H  1.4839  0.4447  1.9612  0.07
H  0.2991  2.5822  1.7167  0.08
H  -1.1207  1.9572  2.5294  0.10
H  -0.8754  3.1160  -0.2244  0.09
H  -1.5783  -1.7213  -0.5097  0.09
H  -0.0079  0.5181  -4.2479  0.06
H  1.1408  -1.0482  -1.5257  0.05
H  -2.9173  2.0322  0.3301  0.15
H  -2.3434  -0.6673  1.6634  0.12
H  -2.8310  0.7957  2.5162  0.11
H  -4.6890  -1.0433  1.9637  0.10
H  -4.9446  1.3311  0.3882  0.04
N  0.5869  -3.8273  0.1723  0.08
C  0.0816  -4.4025  -0.9176  -0.13
C  0.2775  -5.7471  -1.2137  -0.07
C  1.0139  -6.5300  -0.3422  -0.10
C  1.5342  -5.9388  0.7988  -0.09
C  1.2912  -4.5878  1.0037  -0.17
H  -0.4702  -3.7635  -1.5993  0.09
H  -0.1493  -6.1620  -2.1173  0.10
H  1.1809  -7.5805  -0.5478  0.10
H  2.1173  -6.5044  1.5141  0.09
H  1.6880  -4.0905  1.8837  0.10
N  1.9371  4.2806  0.7943  0.05
C  1.6244  5.0340  -0.2556  -0.16
C  2.3144  4.9986  -1.4580  -0.07
C  3.3833  4.1270  -1.5794  -0.08
C  3.7148  3.3313  -0.4963  -0.07
C  2.9619  3.4438  0.6633  -0.15
H  0.7673  5.6891  -0.1386  0.10
H  2.0023  5.6252  -2.2825  0.10
H  3.9371  4.0573  -2.5068  0.10
H  4.5277  2.6198  -0.5484  0.10
H  3.1788  2.8150  1.5202  0.10

Energy   -1606.20630 a.u.
Max |F|   0.26 eV/A
Total charge   -1
E_HOMO   -4.67 eV